28
Properties=species:S:1:pos:R:3 method="wB97M-V/def2-TZVPD" fmax_ha_per_bohr=0.0162 e_above_lowest_kcal_mol=12.1 total_charge=0 gap_ev=10.337 multiplicity=1
H -8.481 -21.850 6.895
H -15.191 -21.615 6.226
H -10.613 -14.798 7.286
H -8.078 -15.037 7.031
H -13.467 -18.683 9.309
H -12.504 -19.605 10.025
H -11.801 -21.346 9.164
H -15.277 -17.368 8.397
O -14.306 -21.438 5.905
O -12.097 -21.130 8.280
O -12.942 -18.758 10.105
H -14.285 -18.373 4.422
H -13.790 -21.288 6.697
H -11.249 -15.532 8.448
O -8.889 -15.135 6.532
H -7.425 -17.644 5.475
H -14.512 -18.021 7.266
Ne -11.467 -18.423 7.400
H -9.134 -20.658 6.229
O -8.040 -18.102 6.047
H -14.423 -19.518 5.402
H -11.315 -20.796 7.840
H -8.288 -18.885 5.555
O -9.187 -21.213 7.007
O -14.560 -18.575 5.316
O -11.463 -15.015 7.671
H -8.957 -16.075 6.366
O -14.973 -18.218 8.082

***

11
Properties=species:S:1:pos:R:3 method="wB97M-V/def2-TZVPD" fmax_ha_per_bohr=0.0218 e_above_lowest_kcal_mol=13.9 total_charge=0 smiles="N#CCCC=O" gap_ev=11.173 multiplicity=1
C -1.730 0.139 -0.111
N 3.062 -0.702 0.345
C 2.050 -0.156 0.228
H 0.549 1.131 0.944
H -0.253 -1.080 -1.049
C 0.749 0.500 0.073
H 0.789 1.166 -0.794
H -2.558 -0.452 -0.553
C -0.373 -0.524 -0.113
O -1.929 1.244 0.332
H -0.356 -1.265 0.698

***

22
Properties=species:S:1:pos:R:3 method="wB97M-V/def2-TZVPD" fmax_ha_per_bohr=0.0749 e_above_lowest_kcal_mol=89.4 total_charge=0 gap_ev="3.674 / 5.690" multiplicity=3
H -3.900 -0.513 -1.389
H -3.335 1.259 -1.477
H 4.004 -0.968 0.116
C 2.962 -1.202 0.041
C 1.801 -0.220 0.531
O -2.204 -1.786 -0.066
Si 0.049 -1.079 0.569
H 0.372 -1.952 -0.581
O -3.652 -0.013 0.982
H -0.411 2.042 1.615
S -2.588 -0.357 0.115
H -0.590 2.267 -0.098
H -2.268 0.023 -2.245
H 1.855 0.632 -0.007
H 1.928 0.126 1.533
H -0.273 -2.038 1.806
H 2.674 -2.096 0.466
H 2.736 -1.290 -0.974
C -1.036 1.768 0.732
N -1.095 0.303 0.514
H -2.058 2.117 0.862
C -3.012 0.246 -1.505

***

61
Properties=species:S:1:pos:R:3 method="wB97M-V/def2-TZVPD" fmax_ha_per_bohr=0.0219 total_charge=0 smiles="Cc1ccc(NC(=S)NNC(=O)CSc2nnc(-c3ccc(Cl)cc3)n2C2CCCCC2)cc1" gap_ev=8.794 multiplicity=1
C 1.157 -1.924 -0.541
H 2.455 0.993 2.023
H 5.682 -0.107 -0.360
C 0.840 -0.517 -0.719
N -2.270 1.907 1.124
C 3.033 0.539 -0.005
H -2.801 0.110 -0.891
C -5.880 -1.273 -0.566
C -4.708 -1.278 1.541
C 2.597 -3.837 -0.806
H -0.734 -2.302 0.371
H 3.077 -1.889 -1.515
H 4.809 0.186 2.048
C 2.350 -2.489 -0.989
H -7.585 -0.674 -1.700
H 4.696 1.812 2.723
C 0.887 1.624 -0.798
H -0.507 2.840 1.189
H 5.410 2.787 0.567
H -4.673 -1.532 2.590
C -1.487 3.297 -0.600
C 4.597 1.230 1.806
C 3.170 1.354 1.282
C 1.646 -4.627 -0.180
H -7.798 -2.195 -0.826
H -0.348 4.073 -2.220
Cl 1.959 -6.309 0.057
H -6.653 -2.100 1.251
H 3.259 -0.506 0.230
H -0.252 5.060 -0.738
C -4.783 -0.645 -1.147
O -2.506 3.177 -1.239
H -4.800 -0.408 -2.200
C 0.200 -2.741 0.059
H 3.519 -4.275 -1.153
H -3.061 1.824 0.487
S 1.317 3.303 -0.660
H 3.779 2.096 -1.287
C -7.089 -1.594 -1.390
C -5.820 -1.596 0.783
C 0.441 -4.087 0.244
N -0.340 -0.097 -1.097
H -2.213 -1.009 2.424
N -1.407 2.923 0.713
H 6.610 1.624 1.139
C 4.011 1.052 -1.063
S -0.255 0.831 2.422
H 6.134 1.325 -1.289
N -0.310 1.237 -1.156
C 5.591 1.728 0.762
C -3.662 -0.326 -0.406
H 3.901 0.476 -1.986
C -3.631 -0.626 0.954
C -1.741 0.789 1.681
H 2.952 2.403 1.079
N -2.501 -0.323 1.739
C 5.440 0.944 -0.538
N 1.677 0.553 -0.512
H -0.298 -4.718 0.713
C -0.279 4.044 -1.133
H -6.805 -2.137 -2.289

***

15
Properties=species:S:1:pos:R:3 method="wB97M-V/def2-TZVPD" fmax_ha_per_bohr=0.0314 e_above_lowest_kcal_mol=131.7 total_charge=0 gap_ev="8.889 / 8.881" multiplicity=1
H 0.689 0.277 2.682
C 0.686 1.234 -0.966
H -1.125 -0.851 -1.560
H 1.553 1.723 -0.516
H -1.471 0.003 1.201
H -2.692 -0.423 0.176
O 0.774 -0.045 1.769
N 2.145 -1.171 0.966
H -0.715 -1.851 -0.144
H 0.826 1.193 -2.055
H -0.230 1.787 -0.749
C 1.621 -0.911 -0.093
N -1.772 0.001 0.227
C -0.818 -0.818 -0.504
C 0.528 -0.148 -0.436

***

81
Properties=species:S:1:pos:R:3 method="wB97M-V/def2-TZVPD" fmax_ha_per_bohr=0.0264 e_above_lowest_kcal_mol=17.3 total_charge=0 gap_ev=6.802 multiplicity=1
N -0.762 3.117 -0.492
C 2.264 -0.661 1.997
C -0.144 -3.006 1.272
C -1.472 1.244 -3.477
C 4.771 -2.774 4.766
H -1.015 -4.825 1.419
H -1.837 5.704 1.369
H -1.894 -1.721 -5.902
H 2.174 1.347 -6.064
C -2.064 1.597 1.598
C -0.131 -1.189 -3.649
H -3.588 1.606 -1.133
H -1.120 3.542 -5.255
H -0.204 -1.820 -6.426
C -3.029 1.685 -2.056
C 3.132 -1.425 2.945
C -3.482 2.236 3.390
H 4.236 -1.225 6.152
N -1.944 0.886 -2.300
C -2.018 2.925 -5.281
H 0.564 5.712 -2.194
S -1.606 -2.306 0.712
H 3.253 1.628 -0.901
H 4.693 0.484 2.275
H -4.140 2.189 4.248
H -0.585 6.970 -0.343
N 1.681 1.625 1.338
N -0.525 -2.265 -4.395
H 0.371 3.239 -2.203
H 5.278 2.868 1.956
C 4.261 2.530 1.793
C 2.808 1.598 -1.885
C -2.086 2.968 1.503
H -3.046 0.176 3.002
C 1.999 2.917 1.207
C 3.324 2.075 -3.057
H -1.928 2.203 -6.089
H 1.924 3.048 -5.646
H 3.640 -2.989 1.576
H -2.872 3.567 -5.475
S -3.081 3.759 2.729
C -0.637 5.888 -0.394
H 4.249 2.581 -3.283
H 3.556 2.368 -5.650
C -0.959 -2.267 -5.784
C -0.029 -2.903 -2.362
N -0.119 -4.372 1.385
C 4.605 -3.262 3.475
H 5.109 -4.171 3.170
Ba -0.359 0.421 -0.050
C -3.217 2.536 -3.106
H -1.118 -3.296 -6.094
C 2.513 2.159 -5.428
N 1.587 1.020 -2.115
N 2.402 1.785 -4.024
H 0.127 -3.463 -1.453
H 0.623 -4.754 1.950
N 0.174 -1.550 -2.418
H -3.940 3.316 -3.280
C 0.002 5.199 -1.424
C 2.627 0.765 1.754
C -2.894 1.211 2.710
C 4.119 -1.611 5.147
C -1.336 5.185 0.562
H 1.195 3.579 0.913
N -2.226 2.251 -4.010
H 3.462 4.481 1.306
N 1.010 -2.472 1.661
C 1.359 1.144 -3.410
H -0.747 -4.341 -3.913
C 3.312 -0.940 4.238
H 2.804 -0.030 4.539
C 3.939 1.196 1.968
C -1.388 3.779 0.508
C 3.268 3.423 1.426
C -0.467 -3.358 -3.573
N 1.219 -1.156 1.417
P -0.061 0.484 -4.348
H 5.404 -3.300 5.470
C 3.787 -2.597 2.573
C -0.108 3.823 -1.422

***

70
Properties=species:S:1:pos:R:3 method="wB97M-V/def2-TZVPD" fmax_ha_per_bohr=0.0828 e_above_lowest_kcal_mol=48.3 total_charge=0 smiles="C[N+](=O)[O-].C[N+](=O)[O-].C[N+](=O)[O-].C[N+](=O)[O-].C[N+](=O)[O-].C[N+](=O)[O-].C[N+](=O)[O-].C[N+](=O)[O-].C[N+](=O)[O-].C[N+](=O)[O-]" gap_ev=9.808 multiplicity=1
C 0.027 1.947 4.215
H -2.210 6.788 2.318
H 0.398 1.218 3.495
H 0.805 -3.277 2.517
H 4.059 -0.550 4.749
O -4.257 1.119 -0.483
N -1.419 1.632 4.486
C -0.092 -0.702 -4.692
O -1.070 5.201 3.714
H 0.602 1.692 5.105
N 1.527 -4.641 -2.518
O -4.409 -1.080 -0.309
H 3.144 -0.869 -0.238
O 0.804 0.208 -1.208
O 0.490 -1.433 0.131
H 0.981 -4.170 0.855
O -2.222 -1.649 -4.182
O -0.705 -1.941 -2.760
C -2.391 3.480 -3.775
H 3.425 -3.967 -2.207
H -4.552 0.626 -2.956
N -4.501 0.007 -0.905
H -4.934 -1.047 -2.761
O 1.249 -5.260 3.830
H -6.104 0.112 -2.173
N 4.327 -0.508 -1.918
N -2.116 2.694 -2.566
H 4.496 0.833 3.708
H -1.715 4.325 -3.645
O -1.882 1.896 5.571
H -0.186 1.415 0.862
C -5.035 -0.076 -2.277
O 1.047 -5.450 -1.665
N 1.110 -5.322 2.609
N -1.071 -1.485 -3.829
H 2.180 -3.512 -0.931
O 2.260 0.542 2.311
H 4.599 -1.780 -0.173
C -0.745 0.553 0.499
H 3.050 0.923 4.734
N 0.273 -0.276 -0.250
H -1.254 -0.047 1.254
H 0.219 -1.496 -5.372
C -2.119 5.852 1.768
O 3.407 0.132 -2.419
H 0.742 -0.305 -4.114
C 0.619 -4.144 1.883
O 2.718 -1.452 2.989
H -1.502 0.911 -0.199
O 1.476 -4.897 -3.734
H 4.768 0.004 0.063
H -2.058 3.004 -4.697
O -2.013 1.478 -2.730
C 4.214 -0.793 -0.432
H -0.458 -4.286 1.970
H 2.216 -2.630 -2.462
N 2.770 -0.244 3.102
H -0.597 0.129 -5.184
C 3.671 0.260 4.132
N -1.551 4.835 2.654
O -1.961 3.391 -1.547
O 5.354 -0.908 -2.532
O -2.100 1.265 3.526
O 1.263 -6.353 1.937
H -1.589 5.849 0.815
H 0.225 2.947 3.827
O -1.551 3.670 2.244
H -3.442 3.745 -3.662
H -3.126 5.460 1.621
C 2.426 -3.590 -1.990

***

26
Properties=species:S:1:pos:R:3 method="wB97M-V/def2-TZVPD" fmax_ha_per_bohr=0.0918 e_above_lowest_kcal_mol=94.6 total_charge=+1 smiles="CN/N=C(/C)[N+](C)=C(C)C" gap_ev=8.385 multiplicity=1
C 0.631 1.120 -2.562
H -2.642 0.727 0.767
C -0.719 0.115 0.825
H 1.193 -3.630 2.457
H -0.242 1.258 -3.124
H 1.288 2.024 -2.947
H -1.451 2.077 0.598
H -2.080 1.211 2.247
H -1.615 -0.202 -2.340
H -1.561 -1.410 -0.870
N 0.506 -1.810 1.417
C 0.523 0.990 -1.055
H 0.703 -2.033 0.469
H 1.243 0.229 -2.920
C -1.084 -0.689 -1.513
C 0.692 -2.689 2.618
H 1.476 -2.200 3.159
C -1.803 1.099 1.165
H -0.214 -1.149 -2.140
H 2.361 2.045 -0.615
N -0.322 0.125 -0.597
H -0.174 -2.700 3.167
N -0.275 -0.765 1.598
C 1.380 1.910 -0.270
H 0.831 2.929 -0.280
H 1.357 1.417 0.744

***

18
Properties=species:S:1:pos:R:3 method="wB97M-V/def2-TZVPD" fmax_ha_per_bohr=0.1313 e_above_lowest_kcal_mol=66.0 total_charge=-1 smiles=NCCNCC[S-] gap_ev=5.660 multiplicity=1
H -1.691 -0.770 0.237
H -0.385 1.317 1.036
C -1.374 -0.841 -0.802
S 3.622 -0.819 2.009
C 2.313 0.509 1.512
H -3.365 -1.329 -1.413
H 1.419 -0.744 0.177
H 2.284 1.114 2.358
H -0.633 -1.728 -0.861
N -2.450 -1.075 -1.756
C -0.568 0.684 -0.834
H 2.821 1.103 0.705
H 0.517 -0.587 1.590
N 0.131 1.068 0.334
H 0.089 0.840 -1.755
C 1.057 -0.002 0.969
H -2.448 -0.153 -2.380
H -1.341 1.414 -1.126

***

132
Properties=species:S:1:pos:R:3 method="wB97M-V/def2-TZVPD" fmax_ha_per_bohr=0.1079 e_above_lowest_kcal_mol=0.0 total_charge=-1 gap_ev="3.292 / 7.664" multiplicity=2
F 3.454 -0.481 -4.732
H 5.939 0.773 -8.662
C -3.507 -5.572 0.356
H -3.487 -7.441 -2.550
C -3.791 -7.234 -1.524
F -4.355 2.067 3.451
H -0.316 3.896 2.876
H -3.001 -4.604 9.217
H -4.053 -5.069 -2.955
H -0.836 -1.834 -2.061
H -3.478 -3.520 10.473
N 4.690 2.985 -3.881
C -3.842 -4.690 -1.955
H -1.634 0.850 1.179
H 6.608 7.303 2.798
F 4.974 -3.318 -4.727
F 4.105 -0.183 0.577
F 4.833 2.750 1.793
C -4.735 -3.416 8.674
H -4.858 -7.014 -1.556
C -3.431 -1.619 0.999
H -3.672 0.060 -0.288
C 0.582 3.437 2.463
N 5.691 2.746 -5.920
C 0.195 0.479 0.001
C -1.750 -5.843 -1.270
P 4.483 1.232 1.295
F 1.623 4.923 -0.903
H 5.450 1.051 -4.546
P 0.557 4.302 -2.017
H -4.585 -5.485 0.492
C -3.432 -3.618 9.389
C 4.628 4.182 -4.538
C -3.993 -3.146 5.161
P -1.959 -2.401 -4.955
H -5.133 -1.581 3.417
C -5.431 -1.219 4.401
H 7.315 1.710 -6.608
F -4.558 4.214 2.689
F 4.870 1.936 -0.074
H -1.365 -6.610 -0.598
F 0.930 2.758 -1.600
H -2.875 -1.277 1.872
H 2.281 -1.323 -1.131
H -5.230 -2.576 9.162
F -2.232 -0.826 -5.431
F 6.023 0.795 1.636
C -0.787 -1.062 -1.307
O -6.108 -4.924 -1.185
H -3.177 -2.679 0.984
H 6.726 2.886 -7.646
F -1.130 -2.627 -6.322
H 2.948 4.557 0.946
H 0.899 2.460 2.826
H 3.604 6.278 4.792
F -0.505 3.681 -3.128
H 2.869 2.533 -2.990
H 3.950 3.423 -2.089
N 3.473 5.775 2.720
H -1.425 -6.256 -2.226
H -1.354 -4.843 -1.097
C 2.718 4.842 1.963
H -3.050 -4.361 6.865
C 1.644 -0.653 -1.707
F -0.662 4.443 -0.897
C 4.578 6.504 2.121
F -2.173 2.257 3.669
H 2.178 0.282 -1.880
H -7.000 -4.596 -1.324
H -4.955 -3.362 -0.762
C -3.776 -3.723 6.383
N -4.616 -3.196 7.307
C -3.140 -0.891 -0.293
H 1.096 1.003 0.284
P -3.321 3.331 3.212
H 6.018 5.861 3.698
H 5.621 0.134 -6.997
C 3.079 5.709 4.039
N -3.280 -5.854 -1.133
H -3.557 -1.334 -1.198
H 4.295 1.616 -2.284
N 1.696 4.327 2.838
H -4.505 -1.541 1.169
H 4.052 4.944 -4.035
F -2.737 -2.093 -3.598
H -5.559 -3.272 -2.344
F -2.420 4.674 3.238
H -3.422 -8.045 -0.898
F -1.625 -3.839 -4.343
H -5.009 -0.242 4.636
F 1.742 4.339 -3.087
H -6.518 -1.297 4.369
F -3.053 3.004 1.623
C 5.214 4.049 -5.824
C -5.191 -3.996 -1.617
F -3.328 -3.002 -5.645
H 5.155 5.890 1.429
H 4.128 7.405 1.705
N -4.912 -2.144 5.345
C 6.367 2.103 -6.976
H 4.488 1.376 -7.787
N -1.686 -0.621 -0.402
C 3.928 2.541 -2.729
F 0.093 5.841 -2.552
F 2.961 1.728 0.993
H -2.990 -4.644 0.599
F 4.005 0.738 2.731
H 0.385 3.383 1.392
H -2.964 -6.395 0.820
H 5.362 7.486 3.955
F -0.545 -1.883 -4.324
N 0.353 -0.393 -1.062
C -1.108 0.326 0.394
H 1.444 -0.976 -2.729
F 5.806 -1.039 -4.725
F 2.901 -2.642 -4.870
H -6.168 -1.664 6.986
F 4.293 -1.753 -3.263
H 5.251 4.685 -6.696
P 4.296 -1.842 -4.804
H -3.131 -3.886 -2.148
C 2.053 4.753 4.119
C 5.494 0.969 -7.686
H 1.562 4.444 5.030
H -3.601 -3.289 4.164
C -5.316 -2.236 6.649
C 5.736 6.790 3.204
H -2.724 -2.858 9.057
F 4.116 -1.698 -6.437
F -3.638 3.815 4.747
H -5.471 -4.190 8.894
C 5.369 2.110 -4.740

***

17
Properties=species:S:1:pos:R:3 method="wB97M-V/def2-TZVPD" fmax_ha_per_bohr=0.0411 e_above_lowest_kcal_mol=8.5 total_charge=+1 gap_ev=8.147 multiplicity=1
O 1.333 9.695 11.577
H 3.986 10.472 9.485
H 1.032 6.349 11.339
O 1.838 6.726 10.959
O 3.472 7.595 8.851
H 3.778 7.953 8.005
H 2.376 5.963 10.715
O 3.037 10.286 9.453
H 1.846 10.482 11.816
O 3.900 8.557 11.431
H 3.831 8.838 12.355
H 0.502 9.776 12.066
H 2.646 11.007 8.935
H 3.357 6.652 8.674
H 4.843 8.407 11.275
Mg 2.285 8.575 10.161
Cl 0.350 8.504 8.724

***

11
Properties=species:S:1:pos:R:3 method="wB97M-V/def2-TZVPD" fmax_ha_per_bohr=0.0886 e_above_lowest_kcal_mol=123.0 total_charge=0 gap_ev="9.093 / 9.095" multiplicity=1
C -0.339 -2.106 0.732
H -1.335 -2.420 0.503
C 0.256 -1.537 -0.230
H 1.463 0.816 -0.510
N 0.559 0.564 -0.113
H -1.214 1.697 0.258
H 0.143 -2.368 1.650
C -0.218 1.746 -0.187
H 0.153 2.688 0.251
N 0.848 -0.931 -1.069
H -0.317 1.853 -1.286